[1]
Density functional theory data (ωB97M-V/def2-TZVPD) for a 40-piece molecular cluster, H80O40 overall in a non-equilibrium geometry.

Structure (XYZ):
```
120
Properties=species:S:1:pos:R:3:forces:R:3
H -0.6525 4.4003 -0.6519 -1.426 -0.612 0.237
H -0.6620 2.8832 -0.5485 -1.663 1.306 0.198
O -1.3009 3.6636 -0.4978 3.113 -0.159 0.078
H 4.1191 0.0590 -2.4495 -0.780 -0.585 0.003
H 3.5355 0.1469 -0.9041 -0.894 -0.764 -0.687
O 4.1558 0.4203 -1.5720 1.584 1.590 0.475
H 3.4421 -2.3513 2.7795 -0.811 -0.259 0.300
H 2.2141 -2.9735 3.5394 0.142 -0.525 0.080
O 2.4691 -2.3080 2.9043 0.627 0.628 -0.486
H -4.6240 2.0355 1.4976 0.270 0.788 -0.300
H -3.2933 1.8798 0.5524 -0.590 0.350 0.565
O -4.0052 1.4517 1.0645 0.342 -0.889 0.010
H -2.5988 -1.1636 1.9634 -0.297 -0.587 -1.828
H -4.0166 -1.5180 1.6297 -0.077 -0.255 -0.874
O -3.1437 -1.5304 1.2010 0.155 0.565 2.233
H -3.9862 -3.7226 -1.5967 -0.017 0.446 0.236
O -4.9428 -3.7916 -1.6512 -0.510 -0.049 -1.505
H -5.3231 -1.9224 -1.7154 -0.049 -0.756 -0.948
O -5.3477 -1.2393 -1.0614 0.084 1.341 0.699
H -2.8309 1.6327 -2.2848 -0.336 -0.238 0.145
H -2.4315 3.0475 -1.8678 0.236 0.129 0.483
O -2.4463 2.4433 -2.6083 -0.016 0.091 -1.135
H 1.1211 -0.3972 5.5541 -0.855 -0.157 0.278
H 2.1219 -1.3174 4.7880 -0.072 -0.043 -0.262
O 2.0337 -0.5298 5.3257 0.852 -0.011 0.133
H -2.2788 1.4497 3.3569 -0.489 0.827 -0.750
H -2.3429 2.7321 4.3901 -0.271 0.493 -0.876
O -2.1158 1.8274 4.2167 0.419 -1.290 0.872
H 3.1313 3.5254 -5.1422 -0.396 0.291 1.166
H 2.5709 3.6291 -3.5925 0.232 0.354 -1.024
O 3.1063 3.1428 -4.2427 0.466 -0.488 -0.263
H 4.3972 0.1952 5.1228 -1.275 0.501 -0.428
O 4.6337 -0.1281 4.2588 1.930 -1.132 -1.029
H -1.0159 4.2157 2.0692 -0.032 -0.102 -0.648
H 0.4637 3.7207 2.1368 0.061 -0.022 -0.566
O -0.2821 4.0201 2.6476 -0.115 0.227 1.115
H -0.9623 0.7835 -2.5705 0.032 0.834 0.211
H -1.4459 -0.0241 -3.7121 0.314 -0.068 0.074
O -0.7877 -0.0586 -2.9850 -0.174 -0.490 -0.736
H 3.2949 -1.6480 0.1089 -0.107 -0.612 -0.455
H 2.6293 -2.3482 -1.1613 0.720 0.112 -0.246
O 2.5014 -1.7213 -0.4463 -0.291 0.708 0.629
H 2.2362 4.5359 -1.6389 0.057 -0.686 0.030
H 1.0592 5.3399 -1.5587 -0.480 0.305 -0.138
O 1.3908 4.6250 -2.1090 0.307 0.250 0.146
H 0.4485 3.0423 -3.6432 0.026 -0.445 -0.266
H 1.3851 2.2041 -4.5390 -0.118 0.276 0.210
O 0.4501 2.3508 -4.3288 -0.191 0.509 0.279
H 3.2541 5.5739 0.1178 -0.195 -0.756 0.905
H 2.7810 4.3869 1.1380 0.149 0.401 0.128
O 2.8780 4.6790 0.2225 0.147 0.430 -0.850
H -1.0631 4.7541 -4.8068 0.490 -0.662 0.177
O -1.0965 5.3937 -4.1024 -0.664 1.401 0.502
H 2.7041 -5.0899 1.5879 0.241 -0.912 0.107
H 3.8145 -5.7203 0.6061 -0.398 -0.165 0.569
O 3.4119 -4.9232 0.9634 1.074 0.878 -0.484
H -4.2246 -5.2083 1.1440 0.059 -0.400 0.238
O -4.8718 -5.0431 0.4535 0.346 -0.359 1.003
H -3.2891 -5.4462 -2.6272 0.321 0.285 0.768
H -2.1851 -4.8525 -1.6121 -0.456 0.167 0.370
O -2.3501 -5.2764 -2.4487 0.181 -0.599 -1.202
H 2.1477 2.6039 5.8414 -0.073 -0.002 -0.046
H 1.2512 1.5370 5.1854 -0.239 -0.485 0.336
O 1.9227 2.1964 4.9998 0.418 0.817 0.311
H 1.3150 -5.0715 -3.3073 -0.216 -0.147 0.284
H 1.3014 -4.7482 -4.7691 -0.072 -0.013 -0.409
O 1.7495 -4.5186 -3.9552 0.171 0.187 0.090
H -1.8575 -4.2792 -4.3882 -0.173 -0.491 0.706
H -0.6254 -3.3783 -4.4687 0.233 0.040 0.296
O -1.5015 -3.5149 -4.8244 0.041 0.568 -0.890
H -0.1059 -1.4165 2.2556 -0.151 -0.736 0.487
H -0.0655 -0.2522 1.3557 -2.408 -0.679 0.878
O -0.7479 -0.8040 1.8875 2.606 1.677 -1.247
H 5.9556 1.3403 1.1899 -0.512 -0.449 0.555
H 5.2435 1.0358 -0.0329 -0.718 -0.781 -0.025
O 5.1844 0.8019 0.9173 1.185 1.374 -0.310
H -2.4095 -1.6580 -0.8754 -0.613 -0.449 -0.552
H -1.6750 -1.2886 -2.1380 -1.128 -0.528 -0.307
O -2.5339 -1.7231 -1.8500 1.405 0.622 1.279
H 1.6370 -3.2513 -0.1766 0.688 -0.772 -0.347
H 1.7429 -4.7660 -0.9349 0.881 0.704 0.289
O 1.2625 -4.1117 -0.4307 -2.419 -0.209 0.461
H -1.3704 0.8021 -5.7992 0.229 -0.543 -0.268
H -1.7794 2.1532 -5.3993 -0.659 -0.692 0.254
O -2.1713 1.2621 -5.5262 0.347 1.020 0.105
H -2.8148 5.7226 -1.5574 -0.311 -0.223 -0.037
H -1.5060 6.3504 -1.8786 -0.090 0.337 -0.223
O -2.0918 6.1879 -1.1356 0.351 0.279 0.076
H -6.6022 0.3548 1.6887 -1.024 -0.062 -0.244
O -6.2568 -0.4412 2.0984 1.057 0.713 0.013
H 1.2600 0.6105 1.8867 -0.170 0.425 -0.923
H 1.4907 1.9403 1.3764 0.250 0.465 -0.238
O 1.0088 1.1504 1.0939 0.509 -1.021 0.944
H -0.5046 5.2312 -3.3643 0.297 -0.828 -0.684
H -5.3359 -3.4356 -0.8532 0.272 0.042 -0.326
H -4.9979 -4.0977 0.5551 -0.098 0.003 0.260
H -4.5409 -0.7493 -1.2790 -0.156 -0.101 0.206
H 4.1368 0.0467 3.4493 -0.601 0.603 1.253
H -5.3294 -0.1723 1.9630 -0.020 -0.583 0.167
O 2.3563 2.7991 2.6315 -0.348 0.846 -1.716
H 1.8072 2.7661 3.4363 0.842 -0.036 0.624
H 3.2892 2.7267 2.8271 0.032 -0.227 0.536
O -1.6217 1.1577 -0.2725 0.804 -1.180 -0.118
H -2.0858 0.3173 -0.1628 -0.234 -0.138 0.166
H -0.6944 0.8541 -0.3987 -0.657 0.353 0.334
O 0.3124 -0.0345 -5.6433 0.774 -0.254 -0.791
H 0.4533 0.1451 -4.7032 0.060 0.090 0.002
H 1.1260 0.1928 -6.1386 -0.748 -0.208 0.638
O 1.0882 -5.8801 2.3494 -0.344 1.522 1.236
H 1.0281 -5.2364 1.6238 -0.437 -0.277 -0.260
H 0.7879 -5.3233 3.1272 0.310 -1.056 -1.225
O -0.5970 -3.2494 2.8581 2.238 -1.485 1.482
H -0.6294 -3.3736 1.9170 -1.225 0.610 -0.422
H -1.2081 -2.7471 3.3791 -0.994 0.290 -0.847
O 6.3291 -1.6054 1.9542 -0.374 0.662 -0.602
H 5.9329 -0.7031 1.9141 0.367 -1.053 0.127
H 6.2415 -1.9396 2.8439 -0.065 0.222 0.447
O -0.3651 0.8645 5.8235 0.379 -0.968 -1.353
H -0.4293 1.7018 6.2776 -0.413 0.327 -0.062
H -0.7453 0.9799 4.8924 0.008 0.471 1.961
```
Forces are in eV/Å.

Values from the calculation:
energy above the lowest of the compared OMol25 structures with the same formula, charge and spin	790.71	kJ/mol
total charge	0
E_LUMO	-0.6	eV
energy	-3057.45618	Ha

---

[2]
Density functional theory data (ωB97M-V/def2-TZVPD) for a 40-piece molecular cluster, H80O40 overall in a non-equilibrium geometry.

Structure (XYZ):
```
120
Properties=species:S:1:pos:R:3:forces:R:3
H 3.6526 1.8819 4.9260 -0.292 -0.325 -0.642
H 2.9484 2.8981 3.9031 -0.122 -0.733 -0.405
O 3.4767 2.7881 4.6903 0.420 1.166 0.990
H -0.2260 0.0105 5.3442 0.370 -0.388 -0.873
H -0.4521 1.1634 6.1686 0.254 0.789 -0.368
O -0.1070 0.9644 5.2786 -0.536 -0.447 1.521
H 3.1717 3.2786 -0.1457 -0.251 0.252 0.067
H 3.3398 2.4301 1.0568 0.235 -0.326 -0.279
O 3.7169 2.5518 0.1615 0.093 0.115 0.322
H 4.9426 0.1655 0.9636 -0.936 -0.707 -0.188
H 5.9261 -0.1397 1.9046 0.121 -1.001 0.444
O 5.2142 -0.6343 1.4577 0.792 1.659 -0.374
H -2.3721 0.0901 -3.8465 1.225 1.056 0.496
H -3.0903 -0.9657 -4.2324 -0.594 -1.310 0.346
O -2.6384 -0.7179 -3.4138 -0.581 -0.400 -1.777
H -0.2244 0.8476 -3.3577 0.375 0.752 -0.209
O -0.7696 1.0785 -4.1169 -0.363 0.479 -1.195
H -4.0048 -3.2018 3.1476 0.350 0.886 -0.719
O -3.1298 -3.5243 3.3461 0.330 -1.848 1.441
H -4.0659 -1.7390 0.7657 -0.653 -0.117 -0.059
H -5.4838 -2.0252 1.4672 -0.184 0.572 -0.705
O -4.5569 -2.2541 1.4245 0.816 -0.642 0.531
H 5.5348 -2.2791 -0.2812 0.976 0.123 -0.746
H 4.8056 -3.2038 -1.0222 -0.681 -1.060 -0.824
O 5.6288 -2.7416 -1.1542 -0.449 0.751 1.780
H -2.6703 3.3132 -4.7583 -0.012 -0.846 -0.344
H -2.1148 2.5139 -6.0833 -0.552 -0.443 0.487
O -2.2366 3.3409 -5.6221 0.509 1.154 -0.089
H -1.2045 4.3227 5.1910 -0.838 0.397 -1.264
H -0.0047 3.2182 5.2801 -0.494 0.387 -0.632
O -0.4976 3.9483 5.6669 1.662 -0.514 2.015
H 1.3383 0.5980 -1.1819 0.039 0.058 -1.133
O 0.7936 0.1840 -0.5074 1.119 1.918 0.758
H 0.4295 -1.8589 -2.2509 0.825 -0.547 0.284
H 1.7196 -2.4937 -2.8129 -0.235 0.030 0.401
O 1.2669 -2.2979 -1.9707 -0.639 0.312 -1.393
H -1.3508 -2.4531 0.3374 -0.349 -0.625 -0.618
H -1.0464 -3.4160 1.5966 -0.116 -1.287 -0.306
O -1.0248 -2.5539 1.2146 0.348 1.738 0.404
H 0.2620 -1.3549 2.0772 -0.497 -1.258 -0.398
H -1.0624 -0.9405 2.9548 0.228 -0.724 -0.826
O -0.1560 -0.7646 2.6894 0.487 1.400 1.523
H 0.4666 -4.9009 2.8486 0.018 0.202 0.020
H 1.0365 -3.6291 3.4700 0.175 0.237 0.173
O 0.5638 -3.9495 2.7005 -0.089 -0.713 0.061
H -2.4980 -3.1066 -0.7258 0.091 -1.255 -0.600
H -2.1400 -3.6668 -2.1287 -0.183 -0.122 0.115
O -1.7830 -3.5563 -1.2419 -0.031 -0.037 0.435
H 2.8069 -0.0956 2.4504 0.991 0.214 0.091
H 1.8906 0.9604 2.2260 -0.402 1.198 0.268
O 2.8346 0.8838 2.4108 -0.355 -1.230 -0.316
H 2.2084 -4.8223 -1.1332 0.820 0.198 0.153
O 2.5724 -5.5882 -1.6077 -0.888 0.743 0.209
H 1.0174 5.0327 -1.6396 -0.192 -0.315 -0.311
H 0.2227 6.1849 -1.2274 -0.477 0.022 -0.049
O 0.0873 5.2569 -1.4608 0.330 0.510 0.352
H -5.9690 0.0218 1.4544 0.170 0.170 0.302
O -6.5780 -0.5083 0.9384 -0.513 0.406 -0.627
H -2.1705 0.9123 0.1372 -0.296 0.237 -0.470
H -0.9324 0.2051 -0.2806 -0.099 0.168 -0.769
O -1.7720 0.5267 -0.6633 0.081 -0.017 1.403
H 3.4175 1.0990 -2.8935 0.330 -0.100 0.167
H 3.6103 2.0680 -1.6895 -0.428 -0.807 -0.092
O 2.9395 1.6910 -2.3011 -0.036 0.534 -0.209
H -0.4236 -6.8839 -0.0671 0.078 -0.196 0.876
H 0.0880 -5.4364 -0.4047 -0.094 0.172 0.645
O -0.2923 -6.2404 -0.7485 -0.021 0.048 -1.645
H -3.5761 -0.7040 -1.3012 0.694 -0.171 0.132
H -2.4220 -1.7984 -1.5034 -0.248 1.407 -0.480
O -3.3264 -1.6276 -1.2237 -1.017 -1.068 0.966
H 0.3514 1.5624 3.5610 -0.175 -0.787 0.207
H -0.0044 0.7433 2.2039 -0.202 0.470 1.598
O 0.1498 1.6286 2.6287 -0.080 1.701 -1.893
H 0.6896 3.5584 1.7465 -0.275 0.820 -0.412
H 1.7547 4.7078 1.2138 -0.913 1.747 -0.392
O 1.5821 3.8531 1.5304 1.410 -2.647 0.846
H -3.1729 1.0513 -2.2083 -0.261 0.272 0.519
H -2.1567 1.5968 -3.0947 -0.072 0.858 0.238
O -2.9970 1.8653 -2.6824 -0.005 0.229 -0.705
H -1.4114 4.6375 0.2175 0.649 -0.620 -0.251
H -1.6061 5.1321 1.5712 -0.049 0.404 0.837
O -1.2064 4.3854 1.1331 -0.275 0.617 -0.641
H -1.0470 -2.9123 -4.4836 -0.927 0.401 -0.304
H -0.7772 -2.0176 -5.8424 -1.104 0.216 -0.021
O -0.4538 -2.5507 -5.1317 2.221 -0.585 0.351
H 2.4999 -3.0707 -5.4314 -0.277 -0.323 -0.051
H 2.6048 -1.5634 -5.4517 -0.135 0.170 -0.068
O 3.1369 -2.3597 -5.4769 0.275 0.152 0.158
H -3.2938 3.4706 1.9149 -0.038 0.776 -0.206
O -2.9322 2.6293 2.1448 0.105 -1.691 0.439
H 5.9794 -0.0398 -1.3321 0.042 -0.257 0.045
H 5.4705 -1.1631 -2.2702 0.310 0.137 0.405
O 5.6863 -0.2157 -2.2284 -0.407 0.452 -0.561
H 1.7108 -5.8984 -1.9133 0.126 -0.824 -0.344
H -0.6082 1.9523 -4.5617 0.529 -0.853 1.211
H -6.3305 -0.2864 0.0178 -0.091 -0.851 0.866
H -2.4044 -2.9516 3.1319 -0.372 0.765 -0.517
H 1.2012 0.7218 0.2183 -0.748 -0.810 -0.128
H -2.0104 2.7881 2.4061 -0.300 0.001 -0.472
O 2.5658 -1.1779 4.4486 0.513 -0.755 0.136
H 3.4729 -1.3940 4.7003 -0.064 -0.398 -0.178
H 2.5323 -0.2691 4.7158 -0.531 0.995 0.058
O -3.1669 3.9635 4.6049 0.246 -0.678 0.243
H -2.4396 3.3105 4.6465 -0.653 0.284 -0.057
H -3.9308 3.3778 4.4932 0.123 0.340 -0.101
O -2.4211 -6.0068 1.0145 -0.988 0.122 -0.985
H -2.4324 -5.8529 0.0528 0.916 0.007 0.186
H -3.3821 -5.9620 1.1277 0.174 -0.008 0.912
O -5.0614 0.3783 -1.2012 -0.805 0.081 -0.911
H -5.2352 0.1972 -2.1445 0.258 -0.007 0.338
H -5.8340 0.9020 -0.9628 0.319 0.696 -0.042
O 2.6515 4.9603 -2.4822 0.436 -2.655 0.395
H 2.4945 3.9836 -2.7202 -0.181 2.506 0.118
H 3.4080 4.7841 -1.9131 0.449 0.841 0.313
O 1.8384 -1.7853 0.5174 0.035 -1.018 1.467
H 2.0840 -1.2829 -0.2590 -0.306 -0.201 -0.093
H 0.9231 -2.0938 0.3516 0.908 0.114 -0.067
O 1.6199 3.5572 -4.3841 -0.639 -0.499 -0.295
H 2.2905 3.8577 -4.9990 0.162 0.100 -0.103
H 2.0603 2.9421 -3.7890 0.063 -0.683 -0.335
```
Forces are in eV/Å.

Values from the calculation:
energy above the lowest of the compared OMol25 structures with the same formula, charge and spin	875.86	kJ/mol
total charge	0
E_LUMO	-0.5	eV
energy	-3057.42375	Ha